Here is one molecule with the formula C18H24N6O4S2 from the OMol25 dataset. Energies are from the ωB97M-V functional and the def2-TZVPD basis.

Results
* electronic energy: -2126.132081 hartree
* molecular weight: 452.56 g mol⁻¹
* F_max: 1.362 eV Å⁻¹
* structure (SMILES): Cc1ccc(NC(=O)CSc2nnc(C3CC3)n2N)cc1S(=O)(=O)N1CCOCC1
* highest occupied orbital energy: -8.5 eV

Each line ends with the natural charge from an NBO analysis.
Positions of all 54 atoms, in Å:
C1 -4.52070 -2.23113 0.24781  -0.66
C2 -3.06118 -2.38163 -0.04623  0.00
C3 -2.31667 -1.44348 -0.75041  -0.35
C4 -0.96891 -1.62699 -0.99264  -0.18
C5 -0.30680 -2.75291 -0.51144  0.13
C6 -1.03713 -3.71312 0.18607  -0.21
C7 -2.38830 -3.52219 0.39484  -0.19
H1 -2.94738 -4.27538 0.93046  0.21
H2 -0.54165 -4.59303 0.56205  0.26
N1 1.06676 -2.82505 -0.73404  -0.63
C8 1.95730 -3.67878 -0.17753  0.67
O1 1.69802 -4.63865 0.51276  -0.60
C9 3.39991 -3.29819 -0.50886  -0.60
H3 4.05283 -4.14775 -0.31149  0.26
H4 3.51361 -2.94513 -1.53228  0.25
S1 4.00423 -1.98056 0.59519  0.28
C10 3.31362 -0.57882 -0.16599  0.16
N2 2.49995 -0.53062 -1.18672  -0.37
N3 2.22610 0.76301 -1.43972  -0.30
C11 2.86585 1.50151 -0.57944  0.35
N4 3.58406 0.69027 0.26997  -0.22
N5 4.37848 1.10441 1.32911  -0.63
H5 5.36233 0.93642 1.12414  0.37
H6 4.13471 0.58571 2.17070  0.37
C12 2.88910 2.95445 -0.49375  -0.30
C13 3.11464 3.74896 -1.75891  -0.39
C14 1.77097 3.74640 -1.11787  -0.40
H7 0.98737 3.18623 -1.60177  0.24
H8 1.43915 4.63240 -0.59950  0.22
H9 3.72895 4.63331 -1.68856  0.22
H10 3.23449 3.19029 -2.67350  0.23
H11 3.34281 3.31426 0.42087  0.25
H12 1.45412 -2.00914 -1.22675  0.44
H13 -0.44115 -0.88259 -1.56822  0.24
S2 -2.88976 0.18714 -1.25622  2.33
O2 -4.31874 0.27236 -1.34416  -0.94
O3 -2.11836 0.61332 -2.38343  -0.93
N6 -2.43380 1.16247 0.02621  -0.67
C15 -1.01548 1.33020 0.23627  -0.27
H14 -0.55059 1.49608 -0.73451  0.25
C16 -0.81152 2.53200 1.16109  -0.07
H15 0.24281 2.64972 1.41578  0.20
O4 -1.49716 2.35150 2.37928  -0.52
C17 -2.87977 2.17893 2.16390  -0.07
H16 -3.32636 2.03837 3.14939  0.20
C18 -3.15054 0.96941 1.26473  -0.27
H17 -4.20974 0.89038 1.02322  0.24
H18 -2.81455 0.05301 1.77604  0.18
H19 -3.29920 3.07802 1.69063  0.17
H20 -1.17469 3.43882 0.65707  0.17
H21 -0.57699 0.43430 0.70625  0.19
H22 -5.04494 -3.15071 -0.00631  0.22
H23 -4.67265 -2.04882 1.31196  0.22
H24 -4.94749 -1.40902 -0.31554  0.26

***

Here is one molecule with the formula C18H25BN2O4 from the OMol25 dataset. Energies are from the ωB97M-V functional and the def2-TZVPD basis.

Results
* electronic energy: -1136.272982 hartree
* molecular weight: 344.22 g mol⁻¹
* F_max: 3.681 eV Å⁻¹
* structure (SMILES): C=CC(=O)N1CCC[C@H]1C(=O)N[C@@H](Cc1ccc(C)cc1C)B(O)O
* highest occupied orbital energy: -8.6 eV
* energy above the lowest of the compared OMol25 structures with the same formula, charge and spin: 179.6 kJ/mol

Each line ends with the natural charge from an NBO analysis.
Positions of all 50 atoms, in Å:
O1 -0.68828 -3.10444 -2.30324  -0.62
O2 -2.96069 -1.28875 1.75409  -0.63
O3 -0.73439 0.16343 -1.94297  -0.92
O4 -1.57111 2.28917 -1.45306  -0.90
B1 -1.23775 0.99226 -1.05414  1.12
C1 -1.36169 -3.01725 -1.32951  0.63
C2 -1.87485 -1.59793 1.28743  0.67
C3 -3.28196 -2.29959 -2.74012  -0.26
C4 -2.73708 -2.53223 -1.51524  -0.34
C5 2.80525 1.59646 -0.63794  -0.21
C6 2.21949 3.86600 -0.24989  -0.19
C7 1.61986 1.22806 -0.10118  -0.22
C8 3.09490 2.94830 -0.76892  -0.03
C9 1.01463 3.51630 0.42725  -0.02
C10 0.77179 2.12590 0.55573  0.07
N1 -0.94564 -0.70182 0.90434  -0.61
N2 -0.82124 -3.31982 -0.03811  -0.46
C11 4.27065 3.49838 -1.49715  -0.63
C12 0.41780 4.52135 1.35449  -0.64
C13 0.60871 -3.69451 0.19086  -0.22
C14 0.65663 -3.96989 1.70014  -0.43
C15 -0.48802 1.65831 1.27758  -0.45
C16 -0.65525 -3.54205 2.37676  -0.39
C17 -1.33680 0.59092 0.52698  -0.40
C18 -1.60579 -3.06609 1.24374  -0.11
H1 -0.61267 -0.81425 -1.93593  0.53
H2 -1.57459 2.39972 -2.40477  0.50
H3 -2.68899 -2.48290 -3.59602  0.21
H4 -4.25528 -1.96998 -2.85819  0.20
H5 -3.39343 -2.31518 -0.64051  0.23
H6 3.39115 0.84501 -1.05826  0.21
H7 2.46431 4.90556 -0.34480  0.20
H8 1.22586 0.26023 -0.15666  0.18
H9 -0.27628 -1.08121 0.25265  0.38
H10 5.25594 3.43432 -0.99782  0.22
H11 4.19671 3.13881 -2.49771  0.22
H12 4.13839 4.57850 -1.72255  0.21
H13 -0.61210 4.59899 1.31971  0.22
H14 0.71799 5.57325 1.22849  0.22
H15 0.65558 4.25512 2.38467  0.22
H16 1.24362 -2.88449 -0.12777  0.19
H17 0.88698 -4.50950 -0.54893  0.23
H18 1.41405 -3.40566 2.24586  0.23
H19 0.76786 -5.06079 1.88508  0.22
H20 -0.36486 1.31656 2.24713  0.22
H21 -1.10236 2.49530 1.49798  0.22
H22 -1.17599 -4.40898 2.86623  0.22
H23 -0.54169 -2.79629 3.16387  0.23
H24 -2.41302 0.65189 0.51699  0.26
H25 -2.52634 -3.58449 1.31336  0.23

***

Here is C18H25BrCl3GeMoNO9P2Si as an isolated structure from the OMol25 dataset. Energies are from the ωB97M-V functional and the def2-TZVPD basis.

Results
* electronic energy: -8504.886228 hartree
* molecular weight: 844.24 g mol⁻¹
* total charge: +1
* 2S+1: 2
* F_max: 2.857 eV Å⁻¹
* highest occupied orbital energy (alpha / beta): -11.4 / -11.6 eV
* energy above the lowest of the compared OMol25 structures with the same formula, charge and spin: 118.9 kJ/mol

Each line ends with the natural charge from an NBO analysis.
Positions of all 62 atoms, in Å:
Mo1 0.03415 0.10690 0.89225  1.61
C1 4.10278 2.26202 2.50422  -0.64
C2 3.78207 1.12451 1.53658  -0.45
O1 4.95618 0.65139 0.87580  -0.75
P1 2.76149 1.75724 0.10495  2.42
O2 3.39128 1.11086 -1.16967  -0.96
O3 2.99214 3.29865 0.06343  -0.97
O4 1.27305 1.48252 0.06818  -1.02
P2 3.02790 -0.32818 2.44376  2.39
O5 2.50972 0.20378 3.82678  -0.98
O6 3.96962 -1.44790 2.47926  -1.07
O7 1.71286 -0.51907 1.60299  -1.04
H1 4.64452 3.05209 1.98978  0.25
H2 4.72952 1.87264 3.30756  0.23
H3 3.19785 2.68117 2.94524  0.25
H4 5.28850 -0.13013 1.34870  0.52
H5 4.33767 0.90460 -1.05975  0.55
H6 2.19121 3.84369 0.15430  0.56
H7 2.97580 -0.13773 4.60235  0.54
Cl1 -2.36994 2.64939 2.82844  -0.41
Ge1 -0.26528 2.06669 2.75549  0.95
Cl2 0.16463 1.88027 4.86735  -0.39
Cl3 0.76083 3.93980 2.25284  -0.45
C3 0.72596 -3.40256 1.40970  -1.13
Si1 1.10099 -2.90402 -0.35381  1.79
C4 0.68149 -4.30215 -1.50674  -1.15
C5 2.86147 -2.40362 -0.69002  -1.13
N1 0.12965 -1.37569 -0.64982  -0.83
C6 -0.50615 -1.08831 -1.82630  0.09
C7 -0.46725 0.22558 -2.36237  -0.20
C8 -1.15582 0.53621 -3.51242  -0.20
C9 -1.93205 -0.43161 -4.14594  -0.15
C10 -2.00173 -1.72497 -3.62835  -0.22
C11 -1.28837 -2.06115 -2.50169  -0.14
H8 1.64603 -3.67016 1.93406  0.27
H9 0.06439 -4.27050 1.41807  0.26
H10 0.24525 -2.63224 2.01824  0.22
H11 1.44934 -5.06646 -1.34928  0.26
H12 0.72424 -4.01917 -2.55871  0.26
H13 -0.28205 -4.76894 -1.30006  0.25
H14 3.53875 -3.00514 -0.07983  0.27
H15 3.06598 -1.35790 -0.47644  0.24
H16 3.09182 -2.58141 -1.74261  0.25
H17 0.14602 0.97426 -1.88248  0.23
H18 -1.09668 1.53687 -3.91856  0.24
H19 -2.48512 -0.17970 -5.04080  0.23
H20 -2.62309 -2.46646 -4.11190  0.23
H21 -1.37488 -3.05068 -2.08333  0.22
Br1 -4.09128 4.50781 -0.33762  0.14
C12 -4.65053 2.71444 -0.25952  -0.04
C13 -6.01853 2.48329 -0.26208  -0.24
C14 -6.51083 1.19177 -0.18334  -0.14
C15 -5.64344 0.11166 -0.09222  -0.22
C16 -4.28234 0.33691 -0.07284  -0.15
C17 -3.76613 1.63255 -0.16248  -0.18
C18 -2.31226 1.83034 -0.16176  0.81
O8 -1.63851 2.73405 -0.51904  -0.50
O9 -1.60935 0.65939 0.30682  -0.66
H22 -6.69350 3.32506 -0.32185  0.24
H23 -7.58084 1.03202 -0.18851  0.23
H24 -6.02807 -0.89656 -0.02864  0.23
H25 -3.60112 -0.49803 0.00360  0.22

***

Here is a 3-piece molecular cluster, C18H25ClF16O4P overall from the OMol25 dataset. Energies are from the ωB97M-V functional and the def2-TZVPD basis.

Results
* electronic energy: -3401.266125 hartree
* molecular weight: 675.79 g mol⁻¹
* total charge: -1
* F_max: 1.917 eV Å⁻¹
* highest occupied orbital energy: -3.1 eV

Each line ends with the natural charge from an NBO analysis.
Positions of all 65 atoms, in Å:
C1 -0.09018 1.81077 3.89654  -0.61
C2 -0.72328 0.57674 3.25618  -0.42
C3 -0.73011 0.46493 1.70791  -0.14
Cl1 -0.41378 2.16117 0.92537  -0.26
C4 -1.86280 -0.35610 1.19182  -0.76
C5 -1.54489 -1.16836 -0.10422  -0.41
C6 -0.42376 -0.68108 -1.03125  -0.42
C7 -0.88005 0.27645 -2.11633  -0.07
O1 0.25029 0.64442 -2.94628  -0.76
P1 -3.47922 0.36556 0.94853  1.01
C8 -3.67721 1.74698 2.19069  -0.98
O2 -3.32026 1.34841 -0.45934  -1.03
H1 -0.10153 1.69967 4.98486  0.19
H2 0.95626 1.90249 3.59663  0.20
H3 -0.60684 2.72682 3.61722  0.21
H4 -0.14487 -0.28905 3.59779  0.19
H5 -1.72813 0.41448 3.63576  0.20
H6 0.19700 -0.05405 1.45883  0.19
H7 -2.45250 -1.25484 -0.71447  0.20
H8 -1.31062 -2.20800 0.17344  0.17
H9 0.40054 -0.19682 -0.50441  0.20
H10 0.01703 -1.54323 -1.54779  0.19
H11 -1.60852 -0.20862 -2.76922  0.15
H12 -1.31466 1.17265 -1.68030  0.21
H13 0.41461 1.57528 -2.78462  0.47
H14 -4.72971 1.77556 2.48530  0.21
H15 -3.43544 2.69705 1.71026  0.23
H16 -3.08278 1.64300 3.09129  0.22
H17 -4.08852 1.92517 -0.50488  0.46
C9 4.78564 3.54059 -3.17647  -0.13
C10 3.27504 3.77404 -3.05448  0.59
C11 2.37517 3.08146 -4.07960  0.51
F1 2.63691 3.52843 -5.32830  -0.33
F2 1.08779 3.37525 -3.79023  -0.32
F3 3.00996 5.09728 -3.02497  -0.31
F4 2.91913 3.24129 -1.85385  -0.32
O3 5.52898 4.54245 -3.84924  -0.51
C12 5.76892 4.48858 -5.18759  0.85
C13 5.21504 5.72499 -5.91000  0.51
F5 3.88458 5.81611 -5.74242  -0.31
F6 5.47282 5.60719 -7.23395  -0.33
F7 5.32428 3.35403 -5.74892  -0.31
F8 7.11678 4.52216 -5.36647  -0.33
H18 5.15301 3.57260 -2.15230  0.23
H19 4.99617 2.54776 -3.57406  0.21
H20 2.50283 1.99607 -4.04429  0.16
H21 5.69695 6.62526 -5.52475  0.15
C14 -2.57491 -5.89865 1.84116  -0.13
C15 -1.32311 -6.57890 2.41003  0.60
C16 -1.36688 -7.03632 3.87192  0.52
F9 -1.50178 -5.99573 4.71138  -0.31
F10 -0.20180 -7.66564 4.16621  -0.33
F11 -0.22668 -5.83312 2.19474  -0.30
F12 -1.18614 -7.74680 1.69746  -0.34
O4 -2.58420 -4.49646 1.81084  -0.50
C17 -3.08119 -3.75684 2.85713  0.85
C18 -2.02199 -2.80833 3.41911  0.46
F13 -0.95947 -3.53344 3.86611  -0.34
F14 -2.55370 -2.16291 4.48741  -0.33
F15 -3.59320 -4.56241 3.82210  -0.34
F16 -4.09531 -3.01185 2.38992  -0.31
H22 -2.59179 -6.19770 0.79327  0.22
H23 -3.47236 -6.30174 2.31402  0.20
H24 -2.19019 -7.73901 4.02577  0.13
H25 -1.71138 -2.07712 2.65801  0.23

***

Here is C18H25CuGe2INO as an isolated structure from the OMol25 dataset. Energies are from the ωB97M-V functional and the def2-TZVPD basis.

Results
* electronic energy: -6922.864273 hartree
* molecular weight: 607.07 g mol⁻¹
* F_max: 2.302 eV Å⁻¹
* highest occupied orbital energy: -7.4 eV
* energy above the lowest of the compared OMol25 structures with the same formula, charge and spin: 92.2 kJ/mol

Each line ends with the natural charge from an NBO analysis.
Positions of all 49 atoms, in Å:
Cu1 0.52722 -0.44364 -1.89084  0.71
Ge1 1.48828 0.63122 0.32838  1.18
C1 1.23391 1.57452 2.04994  -0.31
C2 0.34376 1.12314 3.02139  -0.25
C3 0.18402 1.79977 4.22277  -0.20
C4 0.92796 2.94396 4.47704  -0.22
C5 1.83360 3.39807 3.52835  -0.21
C6 1.98349 2.71496 2.32854  -0.24
C7 1.35172 -1.29812 0.71550  -0.44
C8 2.51528 -2.04304 0.89675  -0.15
C9 2.45623 -3.40024 1.18543  -0.23
C10 1.22679 -4.03508 1.30289  -0.22
C11 0.05669 -3.30646 1.12874  -0.21
C12 0.12595 -1.95319 0.83256  -0.23
H1 2.98578 0.92496 0.04376  -0.16
H2 -0.23533 0.22115 2.84726  0.21
H3 -0.51738 1.43329 4.96242  0.21
H4 0.80805 3.47494 5.41307  0.21
H5 2.42495 4.28407 3.72421  0.21
H6 2.69622 3.08203 1.59718  0.21
H7 3.48121 -1.55832 0.81056  0.21
H8 3.37171 -3.96327 1.32133  0.21
H9 1.18005 -5.09247 1.53244  0.21
H10 -0.90657 -3.79337 1.22046  0.21
H11 -0.79984 -1.40310 0.67706  0.21
N1 -1.29613 -2.29083 -3.80200  -0.78
C13 -0.36956 -2.91272 -3.06878  0.67
O1 0.42440 -2.31746 -2.33900  -0.67
C14 -0.28787 -4.40900 -3.15322  -0.61
I1 -2.00547 -5.31021 -2.26471  0.13
H12 -1.38448 -1.28719 -3.72931  0.42
H13 -1.99734 -2.80846 -4.30254  0.41
H14 0.57674 -4.73741 -2.58895  0.26
H15 -0.24241 -4.75813 -4.18048  0.25
C15 -1.73803 3.14649 0.45404  -1.09
Ge2 -1.26847 2.16771 -1.18713  1.63
C16 -2.59924 0.71153 -1.40010  -1.09
C17 -1.52438 3.46545 -2.65656  -1.08
C18 0.50336 1.39585 -1.44225  -1.57
H16 -2.73923 3.55097 0.29286  0.22
H17 -1.04989 3.97986 0.63518  0.23
H18 -1.75249 2.52488 1.35078  0.23
H19 -3.62342 1.06563 -1.26596  0.23
H20 -2.42400 -0.08501 -0.67218  0.22
H21 -2.51035 0.28614 -2.40264  0.20
H22 -2.52645 3.89736 -2.65627  0.22
H23 -1.35284 2.98526 -3.62152  0.22
H24 -0.80673 4.28079 -2.55105  0.23
H25 1.25053 2.14270 -1.72542  0.23

***

Here is C18H25IrN6O as an isolated structure from the OMol25 dataset. Energies are from the ωB97M-V functional and the def2-TZVPD basis.

Results
* electronic energy: -1208.076337 hartree
* molecular weight: 533.66 g mol⁻¹
* total charge: +3
* 2S+1: 2
* F_max: 0.938 eV Å⁻¹
* highest occupied orbital energy (alpha / beta): -19.1 / -19.2 eV

Each line ends with the natural charge from an NBO analysis.
Positions of all 51 atoms, in Å:
Ir1 0.02260 0.05352 -0.00564  1.16
O1 3.36433 -0.77208 2.08364  -0.39
C1 2.55424 -0.20405 1.42455  0.61
N1 1.58165 -0.89606 0.62563  -0.31
C2 2.03912 -2.14953 0.06041  -0.32
C3 1.37048 -2.28881 -1.28319  0.21
C4 1.65115 -3.35467 -2.11707  -0.20
C5 1.03657 -3.43167 -3.35677  -0.08
C6 0.15491 -2.42064 -3.72056  -0.20
C7 -0.08046 -1.38829 -2.83889  0.04
N2 0.50108 -1.30654 -1.62871  -0.48
C8 2.46739 1.25975 1.12677  0.05
C9 3.40374 2.15491 1.58974  -0.14
C10 3.30606 3.48637 1.18885  -0.09
C11 2.27124 3.84296 0.33869  -0.19
C12 1.35928 2.88035 -0.07462  0.07
N3 1.43967 1.60638 0.31276  -0.44
H1 1.88074 -2.97911 0.75993  0.29
H2 3.12294 -2.09771 -0.08679  0.28
H3 2.35358 -4.11112 -1.79138  0.27
H4 1.24539 -4.25417 -4.02815  0.27
H5 -0.33633 -2.41884 -4.68354  0.27
H6 -0.72361 -0.57500 -3.13254  0.21
H7 4.19612 1.79832 2.23607  0.29
H8 4.02885 4.21987 1.52130  0.28
H9 2.16348 4.85676 -0.02226  0.28
H10 0.57371 3.14562 -0.76972  0.21
C13 -2.03584 2.21312 0.22487  -0.25
C14 -2.05942 1.55762 1.59206  -0.26
N4 -0.80614 0.74968 1.77468  -0.54
C15 -1.01754 -0.50627 2.57319  -0.24
C16 -1.75034 -1.55904 1.72180  -0.25
N5 -1.58721 -1.27322 0.24102  -0.56
C17 -2.88635 -0.79615 -0.38310  -0.25
C18 -2.64185 0.35151 -1.34606  -0.24
N6 -1.55667 1.24437 -0.81814  -0.59
H11 -1.32887 3.04252 0.24821  0.23
H12 -3.00469 2.63135 -0.04902  0.26
H13 -2.90927 0.89617 1.73616  0.22
H14 -2.11730 2.31531 2.37308  0.27
H15 -0.13768 1.32202 2.28933  0.43
H16 -1.55763 -0.27931 3.49345  0.26
H17 -0.02827 -0.86509 2.85095  0.23
H18 -2.81389 -1.59492 1.94624  0.24
H19 -1.34957 -2.54808 1.93523  0.26
H20 -1.33045 -2.14130 -0.22226  0.43
H21 -3.54889 -0.49345 0.42104  0.23
H22 -3.37011 -1.63352 -0.88411  0.27
H23 -3.55499 0.92020 -1.52620  0.26
H24 -2.31121 -0.01380 -2.31142  0.23
H25 -1.24375 1.80377 -1.60952  0.43